DFT (ωB97M-V/def2-TZVPD) results for the ion C28H51ClN3O2 with charge +1 in a non-equilibrium geometry.

Last columns: bonded neighbours and bond lengths (Å).
Cartesian coordinates (Å):
1 C -5.574 -2.382 1.394  H43 1.177, N50 1.512, H66 1.193, C77 1.652
2 H 7.087 2.328 -0.344  C49 1.192
3 H 4.420 3.347 -0.311  C76 1.185
4 C -1.956 2.762 1.672  C27 1.630, N39 1.490, C45 1.674
5 H -6.991 0.044 3.100  C38 1.170
6 C 2.193 3.201 1.254  H9 1.191, H30 1.193, C51 1.652, C84 1.641
7 H -5.170 0.725 -1.448  C68 1.194
8 C -4.574 1.867 1.373  N37 1.474, C53 1.676, C78 1.631
9 H 2.568 4.095 0.562  C6 1.191
10 H 9.494 -1.289 3.406  C13 1.182
11 H 0.451 3.289 -0.243  C51 1.170
12 H 5.260 0.142 0.023  C55 1.187
13 C 9.220 -2.343 2.944  H10 1.182, C23 1.650, H46 1.184, H67 1.177
14 H -0.703 -1.493 -3.211  C74 1.188
15 H -9.444 -3.220 2.751  C70 1.186
16 H 0.554 1.595 0.733  C51 1.184
17 H -8.673 -3.961 1.186  C70 1.192
18 Cl -2.295 2.862 4.540  N39 1.764
19 H 2.721 1.109 0.391  C84 1.188
20 H -7.657 -3.822 2.834  C70 1.192
21 H 5.465 2.542 1.149  C76 1.178
22 H 8.530 1.207 0.872  C73 1.184
23 C 9.134 -2.324 1.296  C13 1.650, H47 1.185, H65 1.184, C85 1.662
24 C -3.493 1.494 -2.782  H36 1.192, C63 1.673, C68 1.638, H69 1.169
25 H -4.752 0.030 -4.069  C63 1.171
26 H 10.154 -0.941 -0.353  C85 1.183
27 C -2.308 2.579 0.091  C4 1.630, H41 1.180, C78 1.678
28 H 10.244 -0.322 1.485  C85 1.187
29 H 7.375 -0.287 1.245  C73 1.178
30 H 2.202 3.616 2.373  C6 1.193
31 C 7.601 0.154 -0.998  H32 1.174, C49 1.640, H58 1.180, C73 1.641
32 H 8.410 0.082 -1.846  C31 1.174
33 H -4.509 -3.176 -0.521  C77 1.193
34 H 4.432 0.926 -1.521  C55 1.172
35 H -2.350 -2.281 -2.736  C74 1.179
36 H -3.763 2.290 -3.627  C24 1.192
37 N -4.088 2.131 2.739  C8 1.474, N39 1.360
38 C -6.166 -0.095 2.282  H5 1.170, N50 1.521, C53 1.673, H82 1.174
39 N -2.808 2.567 2.878  C4 1.490, Cl18 1.764, N37 1.360
40 H -6.483 0.939 0.276  C53 1.167
41 H -1.593 2.786 -0.825  C27 1.180
42 H -2.839 -0.792 -5.400  C52 1.176
43 H -5.654 -3.127 2.301  C1 1.177
44 H -3.893 -0.745 -2.507  C63 1.184
45 C -0.387 3.249 1.991  C4 1.674, C51 1.673, H62 1.182, H83 1.177
46 H 10.059 -3.117 3.260  C13 1.184
47 H 8.023 -2.601 0.990  C23 1.185
48 C -7.992 -1.741 1.714  N50 1.513, C70 1.640, O81 1.351
49 C 6.697 1.516 -1.126  H2 1.192, C31 1.640, C55 1.662, H60 1.170
50 N -6.591 -1.262 1.404  C1 1.512, C38 1.521, C48 1.513
51 C 0.669 2.772 0.784  C6 1.652, H11 1.170, H16 1.184, C45 1.673
52 C -2.441 -0.509 -4.329  H42 1.176, H54 1.189, C63 1.673, C74 1.660
53 C -6.145 1.286 1.338  C8 1.676, C38 1.673, H40 1.167, H61 1.173
54 H -1.650 0.378 -4.369  C52 1.189
55 C 5.160 1.131 -0.625  H12 1.187, H34 1.172, C49 1.662, C76 1.668
56 H -5.350 2.574 -1.826  C68 1.181
57 H -0.723 -4.745 -3.798  C64 1.182
58 H 6.876 -0.769 -1.126  C31 1.180
59 H 0.092 -4.133 -5.384  C64 1.189
60 H 6.733 2.036 -2.173  C49 1.170
61 H -6.885 2.065 1.810  C53 1.173
62 H 0.050 2.750 2.968  C45 1.182
63 C -3.768 -0.021 -3.436  C24 1.673, H25 1.171, H44 1.184, C52 1.673
64 C -0.393 -3.761 -4.365  H57 1.182, H59 1.189, H71 1.171, O79 1.475
65 H 9.904 -3.126 0.891  C23 1.184
66 H -4.488 -1.895 1.479  C1 1.193
67 H 8.171 -2.660 3.373  C13 1.177
68 C -4.555 1.742 -1.560  H7 1.194, C24 1.638, H56 1.181, C78 1.638
69 H -2.364 1.499 -2.478  C24 1.169
70 C -8.437 -3.265 2.126  H15 1.186, H17 1.192, H20 1.192, C48 1.640
71 H 0.464 -3.258 -3.747  C64 1.171
72 H -6.023 -4.235 -0.036  C77 1.189
73 C 8.214 0.119 0.525  H22 1.184, H29 1.178, C31 1.641, C85 1.665
74 C -1.744 -1.855 -3.654  H14 1.188, H35 1.179, C52 1.660, O79 1.473
75 H 3.424 1.391 2.139  C84 1.194
76 C 4.622 2.379 0.342  H3 1.185, H21 1.178, C55 1.668, C84 1.656
77 C -5.618 -3.118 -0.083  C1 1.652, H33 1.193, H72 1.189, H80 1.178
78 C -3.885 2.036 -0.095  C8 1.631, C27 1.678, C68 1.638
79 O -1.522 -2.872 -4.697  C64 1.475, C74 1.473
80 H -6.293 -2.473 -0.802  C77 1.178
81 O -8.984 -0.830 1.601  C48 1.351
82 H -5.135 -0.292 2.807  C38 1.174
83 H -0.341 4.425 1.997  C45 1.177
84 C 3.217 1.928 1.094  C6 1.641, H19 1.188, H75 1.194, C76 1.656
85 C 9.562 -0.846 0.667  C23 1.662, H26 1.183, H28 1.187, C73 1.665

Computed properties:
**E_LUMO**: -4.908 eV
**Energy**: -1871.466577 a.u.
**HOMO energy**: -0.428 hartree
**Net charge**: +1
**2S+1**: 1
**SMILES**: CCCCCCCCCCCCc1cc(CCCCCOC)c(CCN(CC)C(C)=O)n[n+]1Cl